Computed, not measured: a molecular structure, C2H5N3S2, with wB97M-V/def2-TZVPD.

Properties
E_HOMO: -8.2428 eV
DFT total energy: -1039.751868 Eh
LUMO: 0.0036 hartree
relative energy (zero: lowest compared OMol25 entry of this formula, charge and spin): 345.2 kJ/mol

Each line ends with the Mulliken charge.
Atoms and positions in Å:
S (2.384, -0.569, -0.038)  -0.36
S (0.357, 1.672, 0.071)  -0.14
N (-2.346, 0.627, -0.334)  -0.68
N (-0.140, -0.073, 0.072)  -0.09
N (-1.940, -1.539, 0.198)  -0.45
C (-1.538, -0.299, -0.058)  0.70
C (0.815, -0.979, -0.115)  -0.23
H (-3.406, 0.580, -0.180)  0.21
H (-1.552, -2.230, 0.810)  0.22
H (-1.115, 2.287, 0.758)  0.18
H (-2.952, -1.848, -0.015)  0.23
H (0.474, -1.879, -0.408)  0.41